Molecular formula: C4H4FNS2
Method: DFT, ωB97M-V/def2-TZVPD

Each line ends with the Mulliken charge.
Positions of all 12 atoms, in Å:
S (0.283, -0.174, -1.386)  -0.018
S (1.643, -0.195, 1.390)  -0.175
H (-0.660, 0.979, 1.041)  0.308
H (-0.785, -1.613, 0.292)  0.401
H (-2.053, 1.104, 0.156)  0.295
C (-1.003, -0.701, -0.249)  -0.585
C (2.822, 0.481, -0.883)  0.038
C (1.612, 0.064, -0.207)  0.341
N (3.640, 0.868, -1.609)  -0.338
H (-1.854, -1.004, -0.911)  0.367
C (-1.461, 0.403, 0.657)  -0.329
F (-2.183, -0.212, 1.708)  -0.304

Results
Relative energy (zero: lowest compared OMol25 entry of this formula, charge and spin) = 22.7 kcal per mole
Molecular weight = 149.215 g/mol
SMILES string = N#CC(=S)SCCF
Total energy = -1105.76627 a.u.
Charge = 0

=====

Molecular formula: C4H4FP
Method: DFT, ωB97M-V/def2-TZVPD

Each line ends with the Mulliken charge.
Positions of all 10 atoms, in Å:
H (1.316, 2.115, 0.340)  0.394
C (0.814, 1.205, 0.056)  -0.340
H (-0.506, -1.117, -1.741)  0.071
P (-0.437, -0.803, -0.392)  0.333
C (-1.597, -1.758, 0.411)  -0.654
F (2.492, -0.521, 0.258)  -0.226
C (-0.532, 1.014, -0.266)  -0.383
C (1.369, -0.035, -0.250)  0.165
H (-1.365, 1.599, 0.088)  0.401
H (-1.555, -1.698, 1.496)  0.239

Results
Relative energy (zero: lowest compared OMol25 entry of this formula, charge and spin) = 151.8 kcal per mole
Molecular weight = 102.048 g/mol
Total energy = -595.77717 a.u.
Charge = 0

=====

Molecular formula: C4H4HgO6
Method: DFT, ωB97M-V/def2-TZVPD

Each line ends with the Mulliken charge.
Positions of all 15 atoms, in Å:
C (-1.403, 0.544, -0.536)  0.349
H (2.027, -1.416, 0.813)  0.360
O (0.352, -2.311, -0.604)  -0.481
H (-1.419, 0.428, -1.628)  0.440
O (1.071, 2.871, -0.320)  -0.624
H (-1.126, -0.770, 1.869)  0.334
O (-2.183, -0.139, 0.225)  -0.232
C (-1.302, -1.088, 0.833)  -0.446
H (-1.866, -2.023, 0.885)  0.338
C (0.661, 1.810, -0.725)  0.949
O (1.211, 0.810, -1.207)  -0.623
O (-0.675, 1.473, -0.041)  -0.213
O (1.171, -1.036, 1.062)  -0.428
C (0.240, -1.433, 0.212)  0.575
Hg (3.240, 2.282, -0.838)  0.702

Results
2S+1 = 2
Relative energy (zero: lowest compared OMol25 entry of this formula, charge and spin) = 3.0 kcal per mole
Molecular weight = 348.660 g/mol
Total energy = -759.31704 a.u.
Expectation value of S² = 0.752
Charge = +1

=====

Molecular formula: C4H4I2O
Method: DFT, ωB97M-V/def2-TZVPD

Each line ends with the Mulliken charge.
Positions of all 11 atoms, in Å:
C (0.200, 1.449, 0.066)  -0.027
C (0.082, 0.221, -0.660)  -0.470
I (-3.379, 1.201, -0.042)  -0.026
I (1.791, 2.787, -0.020)  0.121
H (-0.599, -0.253, 1.405)  0.264
O (-1.841, 3.766, -0.025)  -0.286
H (-0.895, -0.162, -1.028)  0.072
C (0.203, 0.165, 0.859)  -0.488
C (-1.740, 2.599, 0.113)  0.342
H (1.257, 0.126, 1.070)  0.260
H (0.837, -0.288, -1.300)  0.239

Results
2S+1 = 3
Relative energy (zero: lowest compared OMol25 entry of this formula, charge and spin) = 0.0 kcal per mole
Molecular weight = 321.883 g/mol
Total energy = -825.23984 a.u.
Expectation value of S² = 2.012
Charge = 0

=====

Molecular formula: C4H4IN
Method: DFT, ωB97M-V/def2-TZVPD

Each line ends with the Mulliken charge.
Positions of all 10 atoms, in Å:
C (-1.122, -1.261, 0.067)  -0.950
C (0.114, 1.580, 0.114)  -0.533
C (1.419, 2.028, 0.061)  0.438
H (-1.899, -0.616, 0.165)  0.347
H (-1.139, -1.885, 0.901)  0.350
I (2.043, -1.419, 0.102)  0.140
N (2.491, 2.410, -0.139)  -0.327
H (-1.321, -2.029, -0.688)  0.324
H (-0.712, 1.833, -0.532)  0.332
C (0.125, -0.641, -0.052)  -0.121

Results
Relative energy (zero: lowest compared OMol25 entry of this formula, charge and spin) = 143.3 kcal per mole
Molecular weight = 192.987 g/mol
Total energy = -507.02454 a.u.
Charge = 0

=====

Molecular formula: C4H4KO2
Method: DFT, ωB97M-V/def2-TZVPD

Each line ends with the Mulliken charge.
Positions of all 11 atoms, in Å:
C (2.233, 0.049, -0.041)  0.042
C (0.784, 0.182, 0.181)  -0.314
H (-0.999, -0.506, -1.667)  0.217
C (-0.378, -0.940, -0.109)  -0.359
H (0.625, 0.623, 1.173)  0.292
K (-3.245, 3.195, 0.515)  0.979
C (-1.644, -0.548, -0.612)  0.289
H (2.961, 0.704, 0.477)  0.323
O (2.526, -1.106, -0.278)  -0.375
O (-2.520, 0.164, -0.179)  -0.460
H (-0.342, -1.817, 0.540)  0.366

Results
Relative energy (zero: lowest compared OMol25 entry of this formula, charge and spin) = 126.5 kcal per mole
Molecular weight = 123.172 g/mol
Total energy = -904.78315 a.u.
Charge = +1

=====

Molecular formula: C4H4LiN2SSe
Method: DFT, ωB97M-V/def2-TZVPD

Each line ends with the Mulliken charge.
Positions of all 13 atoms, in Å:
H (-1.242, 3.368, -0.523)  0.387
S (-2.185, 1.159, -1.076)  -0.141
H (0.350, 2.180, 1.229)  0.368
C (3.159, -1.201, 1.018)  -0.329
N (2.909, -1.852, 0.080)  -0.598
C (-0.385, 1.696, 0.604)  -0.505
Li (0.821, -1.244, 0.603)  0.821
H (-1.654, -1.135, -0.325)  0.283
C (-1.450, -0.083, -0.153)  0.131
C (-1.193, 2.319, -0.287)  -0.114
Se (0.002, -2.955, -1.101)  -0.913
N (-0.536, 0.329, 0.682)  -0.516
H (1.404, -2.581, -0.753)  0.127

Results
Relative energy (zero: lowest compared OMol25 entry of this formula, charge and spin) = 11.1 kcal per mole
Molecular weight = 198.058 g/mol
Total energy = -3071.56169 a.u.
Charge = -1

=====

Molecular formula: C4H4LiNaO5
Method: DFT, ωB97M-V/def2-TZVPD

Each line ends with the Mulliken charge.
Positions of all 15 atoms, in Å:
Na (3.314, -0.420, 1.528)  0.908
O (-0.648, -1.066, -0.493)  -0.400
O (1.075, -1.132, 0.973)  -0.985
Li (3.071, 1.178, -2.581)  0.848
O (-0.194, 0.711, 0.755)  -0.373
H (-2.118, 1.343, 0.455)  0.253
H (-2.149, -1.595, 0.829)  0.244
H (-1.842, 0.425, 1.968)  0.233
H (-2.649, -0.617, -0.577)  0.254
C (0.364, -0.365, 0.111)  0.665
C (-1.579, 0.513, 0.914)  -0.287
O (1.031, 1.223, -2.043)  -0.804
C (-1.863, -0.783, 0.160)  -0.308
O (2.662, 0.327, -0.792)  -0.768
C (1.526, 0.259, -1.207)  0.521

Results
Relative energy (zero: lowest compared OMol25 entry of this formula, charge and spin) = 29.7 kcal per mole
Molecular weight = 162.002 g/mol
Total energy = -700.85466 a.u.
Charge = 0

=====

Molecular formula: C4H4LiO2Rb
Method: DFT, ωB97M-V/def2-TZVPD

Each line ends with the Mulliken charge.
Positions of all 12 atoms, in Å:
Li (7.251, -5.506, -5.165)  0.885
C (2.435, -3.627, -4.795)  -0.493
H (1.274, -1.365, -2.286)  0.010
H (2.469, -2.697, -5.375)  0.285
Rb (-3.905, -4.314, -2.467)  0.986
O (0.111, -4.468, -4.494)  -0.524
C (1.229, -4.140, -4.724)  0.560
H (4.919, -2.632, -4.816)  0.287
C (3.686, -4.300, -4.435)  -0.230
H (3.639, -5.257, -3.908)  0.309
O (6.008, -4.356, -4.909)  -0.843
C (4.890, -3.737, -4.736)  -0.232

Results
2S+1 = 2
Relative energy (zero: lowest compared OMol25 entry of this formula, charge and spin) = 15.6 kcal per mole
Molecular weight = 176.483 g/mol
Total energy = -336.57286 a.u.
Expectation value of S² = 0.750
Charge = +1

=====

Molecular formula: C4H4LiO5
Method: DFT, ωB97M-V/def2-TZVPD

Each line ends with the Mulliken charge.
Positions of all 14 atoms, in Å:
H (0.641, -1.428, 1.251)  0.263
H (-0.074, 1.321, 2.255)  0.244
Li (-0.940, 0.607, -2.720)  0.629
C (-0.848, 0.333, -0.550)  1.279
C (0.337, 0.734, 1.421)  -0.372
O (-1.074, -0.750, 0.317)  -0.419
C (-0.176, -0.713, 1.413)  -0.386
O (0.080, -0.330, -1.690)  -0.231
O (1.890, -1.232, -2.661)  -0.362
C (1.467, -0.402, -1.847)  -0.864
H (-0.730, -0.970, 2.325)  0.254
O (-0.134, 1.282, 0.203)  -0.303
H (1.434, 0.776, 1.446)  0.292
O (-1.874, 0.773, -1.163)  -1.024

Results
Relative energy (zero: lowest compared OMol25 entry of this formula, charge and spin) = 70.6 kcal per mole
Molecular weight = 139.012 g/mol
Total energy = -538.58073 a.u.
Charge = -1

=====

Molecular formula: C4H4LiO5Rb
Method: DFT, ωB97M-V/def2-TZVPD

Each line ends with the Mulliken charge.
Positions of all 15 atoms, in Å:
O (6.102, -3.625, 2.270)  -0.099
C (-2.596, 1.391, 0.255)  -0.292
O (-2.389, 2.258, -0.865)  -0.207
O (-1.341, -0.568, -0.467)  -0.848
Li (-2.656, 5.780, -0.458)  0.864
O (-2.526, 4.062, 0.482)  -0.876
C (5.136, -3.368, 1.756)  0.094
Rb (1.709, -2.560, -0.075)  0.923
C (-2.480, 3.577, -0.678)  0.956
H (-3.256, -0.110, -1.102)  0.181
H (-3.120, -0.616, 0.590)  0.242
H (-1.798, 1.560, 0.994)  0.239
H (-3.565, 1.630, 0.720)  0.305
O (-2.520, 4.291, -1.715)  -0.875
C (-2.584, -0.058, -0.214)  -0.607

Results
Relative energy (zero: lowest compared OMol25 entry of this formula, charge and spin) = 4.1 kcal per mole
Molecular weight = 224.480 g/mol
Total energy = -562.62401 a.u.
Charge = 0

=====

Molecular formula: C4H4LiO5Y
Method: DFT, ωB97M-V/def2-TZVPD

Each line ends with the Mulliken charge.
Positions of all 15 atoms, in Å:
C (1.493, 0.068, -1.594)  -0.045
O (-0.112, -1.243, 1.575)  -0.311
H (-1.452, 0.147, -0.782)  0.200
Li (2.585, 0.694, 0.319)  0.979
H (-2.173, -1.293, 1.734)  0.268
O (1.585, 0.141, 2.003)  -0.747
O (-0.296, 0.876, 1.056)  -0.304
Y (1.481, 1.722, -3.693)  0.951
H (-2.276, 0.858, 0.547)  0.311
C (-1.424, 0.214, 0.311)  -0.192
O (2.055, 1.267, -1.588)  -0.475
C (0.437, -0.042, 1.648)  0.833
H (-1.481, -1.990, 0.231)  0.290
O (0.987, -0.242, -2.727)  -0.436
C (-1.409, -1.176, 0.958)  -0.321

Results
2S+1 = 2
Relative energy (zero: lowest compared OMol25 entry of this formula, charge and spin) = 24.3 kcal per mole
Molecular weight = 227.918 g/mol
Total energy = -576.65400 a.u.
Expectation value of S² = 0.751
Charge = +1

=====

Molecular formula: C4H4MnO12
Method: DFT, ωB97M-V/def2-TZVPD

Each line ends with the Mulliken charge.
Positions of all 21 atoms, in Å:
O (-0.914, 1.870, 1.767)  -0.720
O (0.445, -2.041, -2.728)  -0.570
Mn (0.001, 0.445, 0.202)  1.067
O (-3.064, -2.504, -0.464)  -0.523
O (0.610, -0.069, -1.713)  -0.648
H (-1.719, 3.979, 2.190)  0.307
O (2.123, 1.015, 0.776)  -0.722
H (-2.679, -3.392, -0.392)  0.306
C (-1.846, -1.882, -0.195)  0.837
H (3.985, 0.484, 1.722)  0.306
O (3.443, -0.193, 2.146)  -0.500
H (0.019, -2.151, -1.855)  0.395
C (2.226, 0.056, 1.593)  0.992
O (-1.863, -0.683, 0.160)  -0.666
C (-1.020, 2.782, 0.905)  0.975
C (0.823, -0.717, -2.789)  0.601
O (-0.829, -2.598, -0.320)  -0.789
O (1.319, -0.293, -3.826)  -0.729
O (-0.824, 2.517, -0.297)  -0.702
O (1.222, -0.636, 1.854)  -0.723
O (-1.459, 4.013, 1.265)  -0.495

Results
2S+1 = 6
Relative energy (zero: lowest compared OMol25 entry of this formula, charge and spin) = 0.9 kcal per mole
Molecular weight = 299.002 g/mol
Total energy = -2209.03150 a.u.
Expectation value of S² = 8.752
Charge = -2

=====

Molecular formula: C4H4MnO5
Method: DFT, ωB97M-V/def2-TZVPD

Each line ends with the Mulliken charge.
Positions of all 14 atoms, in Å:
O (2.281, 1.015, 1.493)  -0.681
Mn (-1.608, -1.569, 0.760)  0.340
H (-0.602, -0.220, -1.938)  0.254
C (-1.022, 0.584, -1.314)  -1.045
C (1.197, -2.328, 0.292)  0.910
O (2.285, -2.203, -0.061)  -0.221
O (0.445, 0.124, 0.583)  -0.166
O (0.632, 2.397, 0.882)  -0.661
H (-1.381, 1.092, 0.735)  0.663
O (0.104, -2.671, 0.569)  -0.541
C (1.172, 1.288, 1.000)  0.529
C (-0.943, 0.256, 0.171)  -0.024
H (-2.073, 0.719, -1.611)  0.357
H (-0.485, 1.516, -1.561)  0.284

Results
2S+1 = 6
Relative energy (zero: lowest compared OMol25 entry of this formula, charge and spin) = 48.2 kcal per mole
Molecular weight = 187.009 g/mol
Total energy = -1681.92363 a.u.
Expectation value of S² = 8.798
Charge = 0

=====

Molecular formula: C4H4N2
Method: DFT, ωB97M-V/def2-TZVPD

Each line ends with the Mulliken charge.
Positions of all 10 atoms, in Å:
C (-0.333, -0.858, 0.219)  -0.295
C (0.911, -0.767, -0.213)  -0.337
H (-0.927, -1.771, 0.505)  0.293
C (1.259, 0.653, -0.538)  0.073
N (-1.984, 0.988, 0.452)  -0.581
H (1.787, -1.422, -0.218)  0.337
H (2.281, 0.953, -0.914)  0.331
C (-0.766, 0.598, 0.217)  0.454
N (0.278, 1.450, -0.271)  -0.546
H (-2.506, 0.177, 0.760)  0.271

Results
Relative energy (zero: lowest compared OMol25 entry of this formula, charge and spin) = 36.6 kcal per mole
Molecular weight = 80.090 g/mol
SMILES string = [H]/N=C1\C=CC=N1
Total energy = -264.26803 a.u.
Charge = 0

=====

Molecular formula: C4H4N2
Method: DFT, ωB97M-V/def2-TZVPD

Each line ends with the Mulliken charge.
Positions of all 10 atoms, in Å:
N (-1.303, -0.810, -0.289)  -0.601
H (-1.235, -0.708, -1.295)  0.283
C (2.203, -0.354, 0.133)  0.144
C (-0.772, 1.504, -0.099)  0.125
C (-0.427, 0.144, 0.383)  0.259
C (1.032, -0.092, 0.234)  -0.678
H (-0.678, 0.102, 1.447)  0.203
H (3.244, -0.583, 0.044)  0.410
H (-1.002, -1.748, -0.043)  0.247
N (-1.062, 2.544, -0.515)  -0.391

Results
Relative energy (zero: lowest compared OMol25 entry of this formula, charge and spin) = 53.5 kcal per mole
Molecular weight = 80.090 g/mol
SMILES string = C#C[C@H](N)C#N
Total energy = -264.24122 a.u.
Charge = 0

=====

Molecular formula: C4H4N2
Method: DFT, ωB97M-V/def2-TZVPD

Each line ends with the Mulliken charge.
Positions of all 10 atoms, in Å:
H (-0.950, -1.854, 1.000)  0.356
C (0.447, -1.229, -0.711)  -0.087
C (0.083, 1.185, 0.763)  -0.152
H (0.438, -2.001, -1.490)  0.233
H (0.557, 1.785, -1.295)  0.333
C (-0.366, -0.993, 0.671)  0.007
N (-0.212, 0.055, 1.456)  -0.492
N (-0.256, -0.158, -1.072)  -0.411
H (0.178, 2.132, 1.295)  0.363
C (0.083, 1.077, -0.616)  -0.151

Results
Relative energy (zero: lowest compared OMol25 entry of this formula, charge and spin) = 125.1 kcal per mole
Molecular weight = 80.090 g/mol
Total energy = -264.12702 a.u.
Charge = 0

=====

Molecular formula: C4H4N2
Method: DFT, ωB97M-V/def2-TZVPD

Each line ends with the Mulliken charge.
Positions of all 10 atoms, in Å:
C (2.157, -1.254, 0.269)  0.177
C (-0.277, -1.334, 0.066)  -0.555
N (3.233, -1.677, 0.242)  -0.374
N (-1.805, 2.599, -0.435)  -0.066
H (0.817, 0.408, 0.475)  0.278
C (0.848, -0.661, 0.292)  0.000
C (-0.820, 1.972, -0.352)  -0.254
H (-2.633, 3.154, -0.490)  0.303
H (-1.228, -0.808, 0.078)  0.218
H (-0.292, -2.400, -0.144)  0.273

Results
Relative energy (zero: lowest compared OMol25 entry of this formula, charge and spin) = 50.9 kcal per mole
Molecular weight = 80.090 g/mol
Total energy = -264.24525 a.u.
Charge = 0

=====

Molecular formula: C4H4N2
Method: DFT, ωB97M-V/def2-TZVPD

Each line ends with the Mulliken charge.
Positions of all 10 atoms, in Å:
C (1.771, 0.604, 0.122)  0.310
H (-1.971, 0.783, 0.833)  0.241
C (0.815, 1.482, 0.023)  -0.562
N (-0.147, 0.260, -0.174)  0.513
C (1.767, -0.765, 0.154)  -0.166
C (-1.533, 0.264, -0.092)  -0.681
H (2.620, -1.501, 0.318)  0.346
H (-1.641, -0.811, -0.207)  0.384
N (0.450, -0.937, -0.028)  -0.647
H (-2.130, 0.621, -0.950)  0.261

Results
Relative energy (zero: lowest compared OMol25 entry of this formula, charge and spin) = 163.3 kcal per mole
Molecular weight = 80.090 g/mol
Total energy = -264.06623 a.u.
Charge = 0

=====

Molecular formula: C4H4N2
Method: DFT, ωB97M-V/def2-TZVPD

Each line ends with the Mulliken charge.
Positions of all 10 atoms, in Å:
C (-0.237, 1.183, -0.004)  -0.084
N (0.768, -1.404, -0.005)  -0.609
H (-2.186, 0.279, 0.099)  0.342
H (-1.219, -2.036, 0.042)  0.363
H (2.534, 0.110, -0.044)  0.358
C (1.508, -0.283, -0.081)  0.157
N (1.050, 0.970, -0.112)  -0.532
C (-0.561, -1.161, 0.019)  -0.017
H (-0.539, 2.225, 0.044)  0.383
C (-1.118, 0.117, 0.042)  -0.361

Results
Relative energy (zero: lowest compared OMol25 entry of this formula, charge and spin) = 21.9 kcal per mole
Molecular weight = 80.090 g/mol
SMILES string = c1cncnc1
Total energy = -264.29152 a.u.
Charge = 0